Entry 1:
C42H36BiN9O4PTe | ωB97M-V/def2-TZVPD

```
94
Properties=species:S:1:pos:R:3:forces:R:3
Bi -1.16519 -0.07634 -1.95148 0.3 1.0 0.0
C 0.35519 -3.57633 -4.53647 0.0 0.0 0.0
C 0.17191 -4.74840 -3.80026 0.0 0.1 0.0
C -0.42062 -4.68128 -2.56258 -0.1 0.1 0.1
C -0.84870 -3.44150 -2.05502 0.2 0.0 -0.6
N -0.62323 -2.31926 -2.76104 -0.1 -0.3 0.2
C -0.05075 -2.39393 -3.97122 0.0 0.0 0.0
N -1.52835 -3.46344 -0.86282 -0.3 0.0 0.5
C -2.43186 -2.59947 -0.55418 0.3 -0.2 -0.2
N -2.75506 -1.43320 -1.22684 -0.3 -0.2 -0.1
C -3.99723 -0.99065 -0.77491 -0.2 0.3 -0.3
N -4.77338 -0.11384 -1.29162 0.0 -0.2 0.5
C -4.54670 0.47760 -2.51667 0.0 0.1 -0.5
C -5.66296 1.02143 -3.16579 0.1 0.0 0.1
C -5.52286 1.55940 -4.42578 0.1 0.0 0.0
C -4.27073 1.54633 -5.03348 0.0 0.0 -0.1
C -3.21814 1.00283 -4.33367 0.0 0.0 0.0
N -3.34119 0.49035 -3.10663 -0.2 0.0 0.2
C -4.37613 -1.80874 0.39060 0.3 -0.3 0.2
C -5.47510 -1.75717 1.22583 0.0 0.1 -0.1
C -5.57056 -2.72155 2.22179 0.0 0.0 0.0
C -4.60699 -3.71944 2.35292 0.0 0.0 0.0
C -3.51360 -3.77886 1.49859 0.1 0.0 -0.1
C -3.40452 -2.80029 0.52851 -0.4 0.2 0.2
H 0.80697 -3.59234 -5.51764 0.0 0.0 0.0
H 0.48518 -5.69987 -4.20859 0.0 0.0 0.0
H -0.60487 -5.56377 -1.96784 0.0 0.0 0.0
H 0.06785 -1.44990 -4.49675 0.0 0.0 0.0
H -6.61726 0.98448 -2.66110 0.0 0.0 0.0
H -6.37494 1.98327 -4.94036 0.0 0.0 0.0
H -4.11956 1.96261 -6.01910 0.0 0.0 0.0
H -2.22227 0.96677 -4.76074 0.0 0.1 0.0
H -6.22643 -0.98855 1.10171 0.0 0.0 0.0
H -6.41186 -2.70544 2.90196 0.0 0.0 0.0
H -4.71923 -4.46671 3.12732 0.0 0.0 0.0
H -2.76831 -4.55949 1.57727 0.0 0.0 0.0
C 9.59564 -0.10485 7.18198 0.0 0.0 0.0
O 8.21695 -0.11651 7.51846 0.1 0.0 0.1
C 7.31971 -0.17331 6.52135 -0.2 0.0 -0.2
C 5.97667 -0.17382 6.90735 0.0 0.0 0.2
C 4.97877 -0.22156 5.96259 0.0 0.0 -0.2
C 5.28801 -0.27188 4.59964 0.3 0.0 0.2
C 6.63094 -0.27890 4.22449 -0.3 0.0 -0.1
C 7.64079 -0.23069 5.16624 0.2 0.0 0.1
C 4.27236 -0.30406 3.55778 -0.1 0.0 -0.3
N 4.52315 -0.35433 2.26522 0.2 0.0 0.1
C 3.30933 -0.36136 1.65291 -0.4 0.0 0.4
C 2.28503 -0.31559 2.58313 0.4 0.0 -0.4
N 2.92174 -0.27680 3.79534 -0.1 0.0 0.2
C 0.91344 -0.26129 2.22107 -0.2 0.0 -0.2
C -0.14400 -0.11401 3.12973 -0.1 0.0 -0.1
C -1.42167 0.02868 2.65349 0.1 0.0 0.2
C -1.63539 -0.01063 1.28016 0.0 0.0 -0.1
N -0.66855 -0.23145 0.40622 0.3 -0.2 0.2
C 0.60833 -0.32270 0.83931 -0.1 0.0 0.5
C 1.66758 -0.41409 -0.13647 0.5 0.0 -0.1
N 1.32614 -0.47272 -1.43574 0.0 0.1 0.1
C 2.27072 -0.47370 -2.35614 -0.1 -0.1 0.0
C 3.63161 -0.42404 -2.05371 0.1 0.0 0.1
C 4.00814 -0.39301 -0.73382 0.0 0.0 0.0
C 3.02046 -0.39506 0.25845 -0.3 -0.1 -0.1
H 10.12674 -0.04985 8.12678 0.0 0.0 0.0
H 9.84613 0.76499 6.57071 0.0 0.0 0.0
H 9.88228 -1.01759 6.65481 0.0 0.0 0.0
H 5.74408 -0.13331 7.96311 0.0 0.0 0.0
H 3.94764 -0.22162 6.29733 0.0 0.0 0.0
H 6.86581 -0.32185 3.17033 0.1 0.0 0.0
H 8.67192 -0.23568 4.84167 0.0 0.0 0.0
H 2.48638 -0.22772 4.69911 0.0 0.0 0.0
H 0.05369 -0.07733 4.19314 0.0 0.0 0.0
H -2.25754 0.17811 3.32162 0.0 0.0 0.0
H -2.62300 0.17566 0.89014 -0.1 -0.1 -0.1
H 1.93745 -0.52546 -3.38697 0.1 0.1 0.0
H 4.35993 -0.40908 -2.85167 0.0 0.0 0.0
H 5.04594 -0.35912 -0.42962 0.0 0.0 0.0
C -5.05280 4.14366 -0.75169 0.2 -0.1 -0.1
C -3.86891 4.23292 -1.69300 -0.2 0.2 0.0
O -2.96086 3.16096 -1.39821 0.1 -0.1 0.0
P -1.36848 3.30104 -1.53090 -0.1 0.8 -0.3
O -0.84697 2.05494 -0.83457 -0.2 -0.9 -0.2
Te -0.48302 5.36496 -0.86858 -0.1 -0.3 0.0
O -1.21339 3.01322 -3.14315 -0.2 0.0 0.3
C -0.05148 3.41715 -3.87543 0.2 0.1 -0.2
C -0.43292 3.76198 -5.30153 -0.1 -0.1 0.1
H -5.80328 4.88023 -1.03873 0.0 0.0 0.0
H -4.73978 4.33898 0.27378 0.0 0.0 0.0
H -5.49409 3.14707 -0.79417 -0.1 0.0 0.0
H -3.35449 5.18796 -1.56921 0.1 0.0 0.0
H -4.18804 4.14486 -2.73532 0.1 -0.1 0.0
H 0.68336 2.60293 -3.85877 -0.1 0.0 0.1
H 0.39942 4.28500 -3.39037 0.0 0.0 0.1
H -1.04711 2.97734 -5.74820 0.0 0.0 0.0
H 0.47425 3.87146 -5.89561 0.0 0.1 -0.1
H -0.99322 4.69563 -5.33980 0.0 0.0 0.0
```
Forces are in eV/Å.

gap between HOMO and LUMO: 5.527 eV
highest occupied orbital energy: -8.871 eV
spin multiplicity: 1
charge: +1
maximum force: 0.020 hartree/bohr
LUMO energy: -3.34 eV

Formally, the Mulliken partial charges of the atoms, in units of the elementary charge, are as follows: 2.87 -1.01 -0.32 -0.85 0.25 0.23 -0.23 -0.53 -0.01 -0.45 -0.36 -0.37 -0.04 -0.60 -0.45 -0.89 0.03 -0.02 0.65 -0.38 -0.69 -0.62 -0.37 0.41 0.47 0.43 0.54 0.51 0.53 0.43 0.46 0.26 0.56 0.44 0.44 0.56 -0.85 -0.46 0.99 -0.80 -0.47 0.40 -0.81 -0.48 0.20 -0.86 0.85 -0.08 -0.13 0.64 -0.72 -1.45 -0.46 0.37 -0.23 0.26 0.03 -0.27 -1.01 -0.77 0.32 0.24 0.35 0.35 0.42 0.27 0.47 0.40 0.18 0.47 0.55 0.72 0.42 0.47 0.60 -1.26 -0.23 0.21 -0.97 -0.07 -0.26 0.17 -0.06 -1.21 0.40 0.30 0.21 0.37 0.16 0.02 0.32 0.19 0.42 0.31


Entry 2:
C42H36Br2N4O7PdSSi | ωB97M-V/def2-TZVPD

```
94
Properties=species:S:1:pos:R:3:forces:R:3
Pd 0.58075 0.79131 -1.09545 0.3 0.9 -0.5
Br 4.52898 1.00690 -4.73475 0.1 0.0 0.0
C 4.65310 1.22798 -2.85096 -0.5 0.0 -0.4
C 5.89250 1.43300 -2.28416 0.1 0.1 0.6
C 5.98677 1.55371 -0.91529 0.7 0.0 -0.4
Br 7.72843 1.84538 -0.17210 0.0 0.0 0.0
C 4.86692 1.47283 -0.07560 -0.2 0.1 0.0
C 4.90427 1.55675 1.33100 -0.6 0.0 0.2
C 3.72027 1.48970 2.03035 0.9 0.2 0.0
C 2.51715 1.39310 1.34911 -0.6 0.1 -0.7
N 2.45045 1.32541 0.02548 0.1 -0.3 0.7
C 3.59328 1.32336 -0.69228 0.2 0.0 0.3
C 3.44465 1.16386 -2.12463 -0.1 0.0 -0.6
O 2.32257 0.97288 -2.67499 -0.3 0.0 0.5
H 6.77309 1.48945 -2.90994 0.0 0.0 0.0
H 5.84647 1.68809 1.84633 0.0 -0.1 -0.1
H 3.71276 1.56062 3.10727 0.0 0.0 0.1
H 1.57154 1.43429 1.86905 -0.1 -0.1 -0.1
C -0.55539 -2.87482 3.43087 0.0 0.1 0.2
C -0.27023 -3.85006 2.49239 0.0 -0.2 0.1
C 0.09383 -3.48839 1.20676 0.0 -0.1 -0.1
C 0.19038 -2.15405 0.83381 0.2 0.3 -0.7
C -0.12331 -1.18847 1.78536 0.1 0.1 -0.1
C -0.48358 -1.54048 3.07143 0.1 0.0 0.3
Si 0.82998 -1.55031 -0.89036 0.4 -1.1 0.3
C 2.73821 -1.84014 -0.77607 -0.6 0.1 0.1
C 3.50118 -1.83359 -1.94267 -0.2 -0.2 0.0
C 4.87754 -1.94687 -1.90720 0.2 -0.1 -0.1
C 5.53118 -2.07353 -0.69159 0.1 0.0 0.0
C 4.79140 -2.08112 0.47967 0.3 0.0 0.2
C 3.41458 -1.95767 0.43612 -0.2 0.0 0.0
C 0.38006 -2.96659 -2.15809 0.1 0.7 0.5
C -0.54026 -2.77824 -3.18047 0.0 0.1 0.0
C -0.94122 -3.81356 -4.00726 -0.1 0.0 -0.1
C -0.41879 -5.08192 -3.82825 0.0 -0.1 -0.1
C 0.53950 -5.28212 -2.84920 0.1 -0.2 0.0
C 0.94086 -4.23601 -2.03491 0.0 0.0 0.0
H -0.85029 -3.14773 4.43539 0.0 0.0 0.1
H -0.32657 -4.89751 2.76529 0.0 0.0 0.0
H 0.30024 -4.25944 0.48065 0.0 -0.2 -0.1
H -0.09953 -0.14785 1.49499 0.0 0.2 0.1
H -0.71033 -0.77985 3.80512 -0.1 0.1 0.0
H 2.99433 -1.72894 -2.89187 0.0 0.1 -0.2
H 5.44739 -1.93153 -2.82727 0.0 0.0 -0.1
H 6.60984 -2.16204 -0.65780 0.1 0.0 0.0
H 5.29546 -2.18498 1.43321 0.0 0.0 0.1
H 2.84513 -1.95671 1.35628 0.0 0.0 0.1
H -0.94732 -1.79396 -3.33213 -0.1 0.1 -0.1
H -1.66882 -3.63396 -4.78625 -0.1 0.1 -0.1
H -0.74394 -5.90455 -4.45378 0.0 0.0 0.0
H 0.97212 -6.26585 -2.72010 0.1 -0.1 0.0
H 1.70937 -4.40790 -1.29360 0.1 0.0 0.1
C -3.35695 3.91139 6.80401 0.0 0.0 -0.1
C -3.49779 2.96493 5.64653 0.0 -0.1 0.0
C -4.73626 2.43733 5.29983 0.1 0.0 0.0
C -4.85531 1.57651 4.22143 -0.2 -0.1 -0.1
C -3.73397 1.23586 3.49336 0.0 -0.3 -0.5
C -2.48950 1.72749 3.83796 0.1 0.0 0.0
C -2.37718 2.59823 4.90586 -0.2 -0.1 0.1
S -3.89323 0.08417 2.12157 -0.3 -0.3 0.2
O -5.27493 0.14480 1.68352 0.2 0.3 0.1
O -3.43749 -1.19820 2.58599 0.3 0.2 -0.2
N -2.87170 0.72309 1.02552 -0.5 -0.5 0.8
C -3.41963 1.89183 0.36918 -0.3 0.6 -0.4
C -2.31721 2.81953 -0.13605 0.6 -0.2 0.3
C -1.20839 2.86812 0.96015 -0.9 0.4 -0.8
O -1.35363 3.63673 1.91252 -0.1 0.4 0.4
O -0.26084 2.06253 0.79340 0.8 -0.8 -0.3
H -4.32284 4.12070 7.26004 0.0 0.0 0.1
H -2.92228 4.85096 6.46771 0.0 0.1 0.0
H -2.69438 3.49177 7.56159 0.0 0.0 0.1
H -5.61509 2.69976 5.87457 -0.1 0.1 0.0
H -5.80940 1.16199 3.93011 -0.1 0.0 0.0
H -1.63335 1.44285 3.25100 0.2 0.1 -0.1
H -1.41057 3.00424 5.16083 0.1 0.1 0.0
H -2.37375 0.07711 0.40637 0.0 -0.4 0.1
H -4.01127 2.41048 1.13235 0.0 0.1 -0.3
H -4.09739 1.59189 -0.44742 0.1 0.1 0.2
H -2.72711 3.81307 -0.33013 0.0 0.0 0.1
H -1.85688 2.42389 -1.04632 -0.2 0.1 0.1
C -2.13144 1.90522 -5.88668 0.2 0.2 -0.1
N -2.19250 1.22675 -4.61597 0.1 0.1 0.2
C -3.17643 0.33986 -4.32322 -0.1 -0.2 0.2
C -3.20258 -0.33317 -3.15709 -0.2 0.0 -0.2
C -2.11950 -0.12564 -2.21198 0.0 0.2 0.0
O -2.01527 -0.76885 -1.15434 -0.4 -0.2 -0.1
N -1.19263 0.80652 -2.52548 0.6 -0.4 0.8
C -1.18234 1.52906 -3.65271 -0.3 0.1 -0.4
O -0.39111 2.42121 -3.89096 0.1 0.2 -0.3
H -3.08788 1.81983 -6.40430 0.0 0.0 0.1
H -1.34298 1.47504 -6.51250 -0.1 0.1 0.0
H -1.89270 2.95721 -5.71980 0.0 -0.1 -0.1
H -3.94343 0.21526 -5.08170 0.1 0.0 0.0
H -3.98786 -1.02919 -2.91570 -0.1 -0.1 0.0
```
Forces are in eV/Å.

gap between HOMO and LUMO (spin up / spin down): 5.080 / 6.283 eV
highest occupied orbital energy (spin up / spin down): -1.234 / -2.439 eV
spin multiplicity: 3
ΔE to the lowest compared entry with this formula, charge and spin: 0.708 eV
charge: -2
maximum force: 0.024 hartree/bohr
LUMO energy (spin up / spin down): 3.85 / 3.84 eV

Formally, the Mulliken partial charges of the atoms, in units of the elementary charge, are as follows: -0.76 -0.21 -0.10 -0.48 0.48 -0.32 0.95 -1.04 -1.29 -0.48 0.11 -0.15 0.54 -0.48 0.41 0.30 0.45 0.58 -0.69 -0.87 -0.32 -0.13 0.46 -0.97 3.15 0.27 -0.43 -0.62 -0.55 -0.81 -0.25 0.61 -0.30 -0.62 -0.52 -0.73 -0.55 0.34 0.35 0.29 0.40 0.37 0.37 0.42 0.37 0.37 0.37 0.10 0.45 0.34 0.39 0.38 -1.42 1.17 -0.88 -0.59 -0.17 -0.06 -1.36 1.49 -0.85 -0.68 0.97 -1.10 0.42 -0.19 -0.80 -0.20 0.36 0.31 0.31 0.29 0.51 0.65 0.41 -0.35 0.66 0.25 0.53 -0.74 -1.08 0.28 0.23 -1.25 0.10 -0.95 1.19 -0.45 -0.72 0.35 0.30 0.32 0.33 0.45